1.
Formula: C26H45CeN7OPS2
Source: the Open Molecules 2025 dataset
Level of theory: ωB97M-V/def2-TZVPD

E_HOMO (spin up / spin down) in eV: -12.786 / -12.801
LUMO (spin up / spin down) in eV: -5.45 / -5.45
Total charge: +2
2S+1: 2

```
83
Properties=species:S:1:pos:R:3:forces:R:3:mulliken_spin:R:1
H 2.383 -2.172 -1.651 0.018 -0.014 -0.015 0.00
H 2.350 -5.964 -0.019 -0.006 0.027 0.006 0.00
H -2.180 0.765 -2.677 0.060 0.008 0.010 0.00
H -4.888 -2.129 -1.414 -0.018 -0.056 -0.003 0.00
H -2.673 -2.787 -0.133 -0.018 -0.053 0.002 0.00
H 2.798 1.239 4.494 -0.020 -0.040 0.030 0.00
H 2.897 2.607 -0.201 -0.005 -0.006 0.021 0.00
H 3.254 4.026 3.309 0.004 -0.016 -0.015 0.00
H 3.581 2.501 2.466 0.020 0.012 0.017 0.00
H 0.716 1.565 -0.623 0.164 0.097 -0.096 0.00
S -0.992 1.227 2.542 0.041 -0.048 -0.054 -0.01
H 3.849 -1.379 -2.263 -0.011 0.003 0.013 0.00
H -3.910 -1.416 3.047 -0.020 0.109 0.072 0.00
H 0.226 -5.726 -1.327 0.000 0.022 0.007 0.00
H 0.444 2.852 4.034 -0.008 -0.001 0.027 0.00
C -3.718 -0.468 -2.119 0.109 -0.007 0.007 0.00
H 2.771 -3.521 -3.632 -0.004 0.009 0.031 0.00
H -4.143 0.272 -1.436 -0.004 0.034 0.012 0.00
C -2.483 3.238 -1.894 -0.067 -0.176 -0.023 0.00
N 1.147 2.214 3.704 0.026 0.068 0.036 0.00
S 1.830 -0.138 -2.650 0.063 0.079 0.091 0.00
C 3.515 2.976 3.445 -0.042 -0.013 -0.034 0.00
C 3.281 -1.708 2.260 0.025 -0.055 -0.052 0.00
C 1.342 -2.057 -4.417 0.037 0.002 0.018 0.00
C -0.429 3.276 0.023 -0.026 0.030 -0.064 0.00
C 0.728 1.263 2.862 0.007 -0.081 -0.017 0.00
C 2.826 -1.660 -2.506 0.007 -0.016 -0.022 0.00
H -1.479 -1.334 2.992 0.038 0.022 -0.003 0.00
C -3.330 -1.216 2.145 0.116 -0.214 -0.059 0.00
C 0.752 2.574 -0.221 -0.141 0.252 0.032 0.00
H -3.482 2.928 -2.210 0.027 0.014 -0.001 0.00
C -4.057 -1.787 0.940 0.045 0.024 -0.024 0.00
H -2.012 -2.766 2.427 0.090 -0.048 -0.109 0.00
C 2.241 -3.957 0.734 0.118 -0.083 -0.016 0.00
H 0.939 6.197 1.064 -0.001 -0.036 -0.014 0.00
H -4.482 -2.766 1.174 -0.042 -0.032 -0.021 0.00
C -0.058 -3.709 -0.658 -0.067 0.077 -0.051 0.00
C 1.508 -2.775 0.750 0.008 0.010 0.033 0.00
H -1.764 2.986 -2.676 -0.008 0.020 0.014 0.00
N -1.963 -1.774 2.213 -0.102 0.172 0.068 0.00
H -2.479 4.320 -1.768 -0.011 0.021 -0.038 0.00
H 3.158 -4.031 1.300 -0.030 -0.027 -0.024 0.00
N -2.284 -0.167 -2.291 -0.102 -0.039 0.004 -0.01
H -1.253 5.149 0.694 0.039 -0.017 -0.003 0.00
C 1.328 -0.536 -4.336 -0.066 -0.046 0.019 0.00
H 2.374 2.764 5.264 -0.001 0.005 0.032 0.00
H -4.141 2.658 0.848 -0.005 0.015 -0.024 0.00
C 0.615 -4.913 -0.731 0.028 -0.068 -0.009 0.00
H 3.244 -2.476 3.038 -0.004 0.010 -0.028 0.00
N 1.635 0.421 2.422 0.244 0.037 -0.083 0.00
O 0.579 -0.399 -1.800 0.112 -0.014 -0.101 0.01
H -4.886 -1.131 0.678 -0.023 0.009 -0.033 0.00
C 2.055 4.467 0.458 0.015 0.022 0.013 0.00
H 3.487 -2.169 -4.500 0.023 -0.033 0.004 0.00
H 2.082 -0.089 -4.989 -0.013 0.008 0.002 0.00
H 3.018 4.932 0.623 -0.023 0.000 0.000 0.00
N 1.191 -0.584 1.613 0.143 -0.109 0.419 0.01
H -3.444 4.243 0.507 0.004 0.032 0.033 0.00
H 4.082 -1.975 1.566 -0.032 -0.021 0.040 0.00
H -4.276 -0.418 -3.055 -0.040 0.025 -0.024 0.00
C -0.350 4.583 0.491 0.032 0.019 0.025 0.00
H -3.238 -0.131 2.050 -0.014 0.052 0.017 0.00
H -2.804 3.251 1.842 0.012 -0.014 0.012 0.00
C -3.838 -1.850 -1.517 0.006 0.027 0.021 0.00
Ce -0.858 -0.333 0.135 -0.768 -0.702 -0.056 1.00
H 0.521 -2.469 -3.825 -0.007 -0.006 -0.024 0.00
H 4.494 2.926 3.923 -0.034 0.015 -0.009 0.00
H 3.515 -0.759 2.724 0.021 0.030 0.013 0.00
H 0.372 -0.045 -4.516 0.016 0.002 -0.007 0.00
N 0.357 -2.669 0.065 -0.036 -0.007 -0.011 -0.01
C 2.688 -2.450 -3.813 -0.056 0.052 0.003 0.00
H -0.976 -3.569 -1.223 0.011 -0.001 -0.001 0.00
C 1.972 -1.613 1.541 -0.008 0.037 0.035 0.00
C 2.482 2.264 4.304 -0.038 0.007 -0.098 0.00
C 1.790 -5.037 -0.007 0.031 -0.020 0.010 0.00
C -3.213 3.230 0.835 -0.009 -0.060 -0.088 0.00
H -3.380 -2.575 -2.195 0.016 -0.023 0.008 0.00
P -2.019 2.439 -0.305 0.042 0.694 0.079 0.00
C 1.989 3.161 -0.003 0.020 -0.050 -0.072 0.00
N -3.138 -1.890 -0.218 0.058 -0.006 0.070 0.00
C 0.887 5.176 0.706 -0.030 0.016 0.009 0.00
H -1.901 -0.798 -2.990 0.068 -0.001 0.015 0.00
H 1.230 -2.407 -5.442 0.000 0.031 -0.005 0.00
```
Positions in Å, forces in eV/Å.

=====

2.
Formula: C26H45ClErNP
Source: the Open Molecules 2025 dataset
Level of theory: ωB97M-V/def2-TZVPD

E_HOMO (spin up / spin down) in eV: -2.244 / -2.280
LUMO (spin up / spin down) in eV: 2.56 / 2.56
Total charge: -1
2S+1: 4

```
75
Properties=species:S:1:pos:R:3:forces:R:3:mulliken_spin:R:1
C -1.548 -1.963 -3.132 -0.048 -0.056 0.165 0.00
H 0.733 5.896 -3.507 0.031 -0.102 0.033 0.00
C 2.919 -0.028 -2.743 -0.142 -0.022 0.140 0.00
H -0.363 4.643 -1.672 0.103 -0.017 -0.036 0.00
H 0.095 2.138 2.558 -0.011 -0.098 0.019 0.00
C -1.595 -0.823 3.365 -0.190 -0.436 0.050 0.00
H 3.054 0.178 -1.680 0.048 -0.134 -0.080 0.00
H -2.757 -2.034 -5.680 -0.049 0.069 0.075 0.00
H 5.000 -0.518 -3.067 -0.100 -0.068 -0.014 0.00
H -3.412 0.352 -5.736 -0.024 -0.044 0.065 0.00
P 0.111 0.288 -2.194 1.100 0.187 -9.096 -0.03
H 0.988 -2.292 1.768 0.056 -0.109 0.214 0.00
H 0.372 -1.312 -4.732 0.404 0.057 0.010 0.00
C -3.380 -1.637 -4.864 -0.014 -0.017 0.118 0.00
H 1.288 5.037 -1.200 -0.064 -0.058 -0.090 0.00
H -0.908 2.356 -2.529 0.051 0.082 0.068 0.00
H 0.720 2.675 -0.624 0.016 0.077 0.002 0.00
H 3.992 -0.408 -5.329 -0.027 -0.072 0.035 0.00
H -1.309 -2.465 -2.190 -0.034 0.259 -0.104 0.00
H 1.459 0.038 -5.045 -0.019 -0.077 -0.073 0.00
H -1.878 -0.603 4.403 0.062 0.057 -0.119 0.00
C 0.154 2.091 -2.650 -0.140 -0.113 -0.694 0.00
C -1.135 -2.288 3.254 -0.249 0.025 0.102 0.00
H 2.310 -2.068 -6.070 0.040 -0.001 0.081 0.00
H 0.366 -0.289 2.523 0.164 0.131 0.208 0.00
C -1.757 0.237 -4.347 -0.446 -0.273 0.091 0.00
H -2.191 -0.112 -2.285 0.012 -0.090 -0.050 0.00
H 1.497 -1.603 -2.472 -0.039 0.288 -0.036 0.00
H -1.058 -0.114 -5.116 -0.157 0.185 0.026 0.00
C 0.223 -2.661 1.072 -0.053 -0.518 -0.276 0.00
C 0.560 2.466 -4.091 -0.140 0.304 0.119 0.00
H 0.515 4.215 -5.370 -0.035 0.025 0.103 0.00
H -1.652 1.321 -4.269 -0.240 -0.178 -0.061 0.00
Er 0.000 0.000 0.000 1.764 5.959 9.611 3.09
H -1.367 -3.890 1.825 -0.110 0.045 0.127 0.00
C 0.168 -1.803 -0.159 0.510 -7.578 -2.177 -0.05
H 4.615 -2.034 -5.047 -0.065 0.069 0.031 0.00
H 2.074 4.752 -3.527 -0.125 -0.005 0.024 0.00
H 2.993 0.940 -3.253 0.061 -0.049 -0.147 0.00
C 2.280 0.021 0.538 0.523 0.655 0.491 -0.01
H 2.332 -2.842 -4.485 0.022 0.124 -0.033 0.00
H -3.892 0.297 -4.040 0.049 -0.053 -0.022 0.00
C 1.528 -0.635 -2.997 0.006 -0.054 -0.461 0.00
H 3.988 -1.900 -2.653 -0.021 0.189 -0.050 0.00
N 3.399 0.029 0.838 0.735 -0.049 0.152 0.01
C 0.245 3.949 -4.341 0.185 -0.059 -0.023 0.00
H -0.837 4.109 -4.241 0.095 -0.015 0.001 0.00
H 2.032 2.737 -1.794 -0.120 -0.015 0.098 0.00
H 0.560 -3.659 0.747 0.083 0.146 0.398 0.00
H -3.076 -3.413 -3.645 0.013 0.136 0.001 0.00
H -1.804 -2.913 3.859 0.032 0.134 0.025 0.00
H -0.132 -2.385 3.687 -0.089 -0.057 0.025 0.00
H -4.420 -1.876 -5.114 0.094 0.042 -0.014 0.00
C 0.994 4.843 -3.345 -0.066 -0.090 0.014 0.00
H -1.603 1.953 3.274 0.083 -0.104 -0.117 0.00
H 1.634 2.308 -4.222 0.003 -0.033 0.038 0.00
C -1.420 -0.433 -3.000 -0.261 0.605 -0.333 0.00
C 3.848 -1.317 -4.728 -0.090 -0.012 0.097 0.00
H -2.490 -0.700 2.739 0.124 0.046 0.249 0.00
H -0.844 -2.335 -3.888 -0.193 -0.054 0.124 0.00
Cl -2.225 0.388 0.421 -4.539 1.031 -0.070 0.00
C 4.019 -0.973 -3.245 -0.050 0.036 0.003 0.00
H 0.282 -2.346 -1.109 0.033 -0.368 0.294 0.00
C -0.693 1.479 2.912 0.327 -0.365 0.280 0.00
C -0.557 0.152 2.900 0.149 0.603 0.404 0.00
C 1.361 -0.911 -4.504 0.256 0.039 0.006 0.00
C -1.124 -2.820 1.814 -0.036 -0.323 0.183 0.00
H -1.914 -2.326 1.232 0.186 -0.121 0.115 0.00
C 0.692 4.436 -1.897 0.017 -0.056 0.009 0.00
H -3.672 -2.009 -2.756 0.102 -0.052 -0.076 0.00
C -3.188 -0.119 -4.772 0.102 -0.073 -0.100 0.00
C 0.962 2.944 -1.655 0.032 -0.016 -0.253 0.00
C 2.448 -1.877 -4.999 -0.036 0.114 0.013 0.00
C -2.983 -2.324 -3.552 0.124 0.179 -0.065 0.00
H 0.051 1.841 -4.829 0.226 0.186 0.127 0.00
```
Positions in Å, forces in eV/Å.